No. 1
Computed, not measured: a structure of composition C21H16N4O3PdS5, with ωB97M-V with the def2-TZVPD basis set.

## Properties
**HOMO (spin up / spin down)**: -13.642 / -14.315 eV
**Frontier orbital gap (spin up / spin down)**: 0.25873 / 0.20951 hartree
**Multiplicity**: 5
**Charge**: +2
**LUMO (spin up / spin down)**: -6.60 / -8.61 eV

```
50
Properties=species:S:1:pos:R:3:forces:R:3:nbo_charge:R:1
Pd -0.409702 -0.684099 -0.266060 0.0966 1.1211 0.2472 0.8796
N 2.231110 2.811905 0.468659 -0.0857 -0.0291 0.0125 -0.5000
C 3.380690 2.621444 1.225667 -0.0877 -0.0505 -0.0466 0.2533
C 4.375691 3.593183 1.246659 0.0454 -0.0250 0.0288 -0.2378
C 5.505514 3.380067 2.008032 -0.0458 0.0323 -0.0407 -0.1127
C 5.662524 2.204262 2.755176 -0.0067 -0.0278 0.0139 -0.1515
C 4.687432 1.236061 2.738704 -0.0095 -0.0054 -0.0056 -0.1782
C 3.535444 1.435383 1.966256 -0.0068 -0.1229 0.0683 -0.2838
S 2.336589 0.197829 1.923840 -0.0367 0.2050 -0.0865 0.9236
N 1.128044 0.820287 1.019037 0.0221 -0.0799 0.0895 -0.6761
C 1.172959 1.976140 0.424635 0.1078 0.0706 -0.0381 0.4646
C -0.015253 2.409456 -0.359062 -0.0422 0.0330 -0.0069 0.1206
C -0.339397 3.748175 -0.486221 -0.0118 -0.0242 -0.0198 -0.2062
C -1.478427 4.098062 -1.205454 0.0090 -0.0678 0.0037 -0.1198
C -2.244197 3.092997 -1.759771 0.0172 -0.0001 0.0094 -0.1973
C -1.858634 1.771196 -1.567251 -0.0270 0.0138 -0.0436 0.0826
N -0.771066 1.433599 -0.885682 0.0365 -0.0073 0.1090 -0.4446
H 2.196391 3.634768 -0.118582 0.0159 0.0124 0.0221 0.4406
H 4.257016 4.504345 0.674607 -0.0001 0.0164 -0.0063 0.2425
H 6.281812 4.132199 2.032823 -0.0040 0.0145 -0.0131 0.2556
H 6.557300 2.063943 3.344957 -0.0075 -0.0285 0.0131 0.2580
H 4.798212 0.323992 3.311097 0.0181 -0.0046 0.0121 0.2543
H 0.246149 4.515600 0.001966 0.0061 0.0182 -0.0030 0.2332
H -1.761245 5.136060 -1.311537 0.0057 0.0089 0.0002 0.2555
H -3.139884 3.307100 -2.324819 -0.0017 0.0291 0.0070 0.2579
H -2.441231 0.956652 -1.976299 0.0160 0.0034 0.0039 0.2334
C -0.242707 -2.058080 -5.151622 -0.0305 0.0240 -0.0131 -0.2660
O 0.686525 -1.559493 -4.155756 0.0734 -0.1140 0.0170 -0.4516
C 0.315053 -1.362906 -2.935828 -0.0625 0.0144 -0.0096 0.0924
S -1.262670 -1.564382 -2.338279 -0.1404 -0.1744 -0.2222 -0.0846
S 1.497389 -0.863473 -1.819274 0.0675 -0.1832 0.0290 -0.0444
H 0.370229 -2.601833 -5.861812 -0.0183 0.0292 -0.0178 0.2315
H -0.722416 -1.205818 -5.627038 -0.0308 -0.0264 0.0122 0.2139
H -0.975965 -2.714783 -4.689023 0.0179 -0.0047 -0.0223 0.2081
O -1.976846 -0.078759 1.637051 -0.0830 -0.4591 0.0603 -0.9346
S -1.822414 -1.353209 2.324525 0.2850 0.0599 -0.2729 2.2693
O -1.779553 -1.403357 3.740378 0.0249 0.1390 0.0484 -0.8414
N -0.368424 -1.983633 1.659206 -0.2774 -0.0173 -0.1140 -0.7359
C -0.658074 -3.006458 0.884419 0.2635 -0.1750 0.2295 0.0206
S 0.601719 -3.711374 -0.046025 0.0018 -0.1797 -0.0316 0.3372
C -2.065828 -3.448252 0.870730 -0.0626 -0.1410 -0.0689 -0.0737
C -2.623794 -4.540849 0.226877 0.0304 0.1059 0.0573 -0.1718
C -3.982891 -4.770554 0.404044 -0.0002 -0.0165 -0.0145 -0.1667
C -4.757326 -3.928702 1.195804 0.0036 -0.0216 -0.0154 -0.1494
C -4.200214 -2.824345 1.835309 0.0015 0.0481 0.0091 -0.1605
C -2.852810 -2.609955 1.646643 -0.0646 -0.0048 0.0085 -0.3342
H -2.017485 -5.195239 -0.385304 -0.0079 -0.0188 -0.0061 0.2451
H -4.445483 -5.622505 -0.074211 -0.0075 -0.0070 -0.0050 0.2466
H -5.810286 -4.139938 1.321892 -0.0053 0.0112 0.0058 0.2478
H -4.799568 -2.172712 2.455915 -0.0017 0.0062 0.0056 0.2550
```
Forces are in eV/Å.


No. 2
Computed, not measured: a structure of composition C21H17AsClF12N3O4PtS2, with ωB97M-V with the def2-TZVPD basis set.

## Properties
**HOMO (spin up / spin down)**: -11.356 / -12.391 eV
**Frontier orbital gap (spin up / spin down)**: 0.29229 / 0.19756 hartree
**Multiplicity**: 6
**Charge**: +1
**LUMO (spin up / spin down)**: -3.40 / -7.01 eV

```
62
Properties=species:S:1:pos:R:3:forces:R:3:nbo_charge:R:1
Pt 0.898838 0.031827 -0.823721 0.0387 -0.0714 -0.0402 1.3259
C -0.907258 -0.580318 -3.312763 0.0125 -0.0050 0.0022 -0.2831
N 0.123465 -1.109250 -2.426360 -0.0321 0.0398 -0.0188 -0.3986
C 0.615381 -2.280533 -2.621371 -0.0015 -0.0021 -0.0021 0.1004
C 1.653678 -2.704299 -1.739930 0.0154 -0.0084 -0.0154 0.2322
C 2.362203 -3.936049 -1.609848 -0.0136 -0.0091 0.0151 -0.2384
C 3.195888 -3.763783 -0.553146 0.0036 -0.0050 -0.0026 -0.1878
C 2.976957 -2.405155 -0.063802 0.0200 0.0181 0.0316 0.2024
N 2.074505 -1.796345 -0.791055 -0.0252 0.0496 0.0111 -0.5582
C -2.165255 -0.223232 -2.557921 0.0206 -0.0028 0.0343 0.0275
C -2.679273 -1.082864 -1.591698 -0.0189 -0.0186 -0.0162 -0.2393
C -3.892872 -0.796513 -0.982864 0.0159 0.0113 -0.0122 -0.2085
C -4.592477 0.353000 -1.327752 -0.0024 0.0028 0.0183 -0.2129
C -4.070313 1.224371 -2.274357 0.0021 0.0019 -0.0072 -0.2082
C -2.856851 0.938869 -2.884194 -0.0204 -0.0185 -0.0198 -0.2270
H -1.119969 -1.313439 -4.096231 -0.0060 0.0055 0.0011 0.2131
H -0.490126 0.310041 -3.787993 0.0032 0.0032 0.0040 0.2409
H 0.258730 -2.917305 -3.425694 0.0034 -0.0071 0.0038 0.2226
H 2.230867 -4.811566 -2.223505 0.0016 -0.0015 0.0013 0.2542
H 3.888601 -4.470459 -0.126838 -0.0004 -0.0013 0.0004 0.2514
H 3.455400 -1.928614 0.776741 -0.0107 -0.0058 -0.0122 0.2424
H -2.145969 -1.984236 -1.312352 0.0061 0.0028 0.0083 0.2325
H -4.292486 -1.485711 -0.249865 -0.0019 -0.0015 0.0090 0.2323
H -5.546671 0.567692 -0.864026 -0.0026 -0.0015 -0.0044 0.2275
H -4.611209 2.121218 -2.545513 0.0018 0.0024 0.0016 0.2307
H -2.456488 1.612045 -3.633165 0.0021 0.0069 0.0029 0.2223
F 2.717746 1.269369 3.124395 -0.0117 0.0160 -0.0026 -0.2950
C 3.448466 1.438826 2.031572 -0.0030 -0.0012 0.0015 0.7399
F 3.730351 0.241825 1.507486 0.0103 0.0094 -0.0016 -0.3197
F 4.571702 2.061496 2.330863 -0.0038 -0.0103 -0.0041 -0.2838
S 2.475274 2.421912 0.815743 -0.0361 -0.0147 0.0257 2.2758
O 1.267837 1.587997 0.603749 0.0268 0.0086 0.0492 -1.0125
O 2.204937 3.670233 1.438672 -0.0023 0.0128 -0.0177 -0.8793
N 3.439661 2.475438 -0.386970 0.0031 -0.0415 -0.0087 -1.2403
S 3.269096 2.176695 -1.911937 0.0193 0.0542 0.0104 2.2726
O 2.089665 1.356723 -2.222150 -0.0240 -0.0385 -0.0180 -0.9915
O 3.477727 3.302987 -2.745944 -0.0020 -0.0030 -0.0193 -0.8553
C 4.686259 1.033116 -2.192697 0.0272 -0.0034 0.0024 0.7360
F 5.827902 1.634546 -1.920474 -0.0093 0.0108 -0.0066 -0.2846
F 4.668230 0.641879 -3.459516 -0.0015 0.0105 0.0007 -0.2955
F 4.556563 -0.042170 -1.408124 -0.0162 -0.0141 0.0151 -0.3199
F -0.598342 -0.702850 0.834964 0.0149 0.0313 0.0242 -0.6623
As -0.576895 -2.205198 1.838758 -0.0398 -0.0316 0.0054 2.8499
F -0.363329 -3.079372 0.353739 -0.0057 0.0157 -0.0213 -0.6314
F -2.300101 -2.244126 1.635292 0.0044 0.0005 -0.0402 -0.6274
F -0.579409 -3.630092 2.766411 0.0156 -0.0034 0.0188 -0.5918
F -0.794179 -1.189247 3.231571 0.0018 0.0026 -0.0084 -0.6226
F 1.134692 -2.006795 1.985062 0.0056 -0.0086 -0.0163 -0.6231
Cl -0.646838 3.963762 2.817654 0.0047 -0.0026 0.0000 0.2192
C -1.537219 2.559377 3.020899 0.0079 -0.0024 -0.0018 0.0646
C -1.746789 2.097382 4.359046 -0.0028 0.0081 0.0036 -0.0829
C -2.463305 0.961275 4.606371 -0.0217 -0.0131 -0.0017 -0.2674
C -2.973088 0.254533 3.512275 0.0357 0.0118 -0.0048 0.0433
C -2.781746 0.708048 2.176443 -0.0029 -0.0058 0.0226 0.0178
C -2.055396 1.860280 1.881435 -0.0284 0.0012 -0.0265 -0.2133
C -1.857478 2.262876 0.555616 0.0171 0.0329 -0.0041 -0.2456
H -1.313809 2.677421 5.163354 0.0014 -0.0002 -0.0008 0.2515
H -2.612605 0.601882 5.613174 0.0028 0.0040 0.0008 0.2561
H -3.519025 -0.666973 3.663026 0.0026 -0.0126 0.0055 0.2474
H -3.186079 0.118515 1.365305 0.0093 0.0044 -0.0003 0.2401
H -1.308827 3.159296 0.311382 0.0143 -0.0077 0.0095 0.2148
H -2.258946 1.659742 -0.247218 -0.0248 -0.0045 0.0154 0.2201
```
Forces are in eV/Å.


Values for E, eV, ordered as above
-91778.49321 -165591.98546
Values for max |F|, eV/A, ordered as above
1.2 0.1
Values for energy relative to the best compared isomer or geometry (same formula, charge and spin), kcal/mol, ordered as above
22.7 0.0